1.
Molecular formula: C14H51O14
Method: DFT, ωB97M-V/def2-TZVPD

Structure (XYZ):
```
79
Properties=species:S:1:pos:R:3:forces:R:3
C -0.3018 0.3143 0.7441 0.503 -0.107 -0.335
C -0.2447 -0.4672 -0.5628 0.101 -0.797 0.331
O 0.2087 0.1183 -1.5912 -0.753 -0.131 -0.006
O -0.6183 -1.6766 -0.5437 0.195 0.640 0.054
H 0.5489 0.9977 0.7905 -0.628 0.134 -0.442
H -0.1843 -0.3281 1.6159 -0.500 -0.159 -0.121
H -1.2362 0.8740 0.7409 0.010 0.091 0.328
C -1.1659 -4.7224 -1.9590 -0.072 0.166 -0.504
O -0.6816 -3.5541 -2.6101 0.192 -0.166 0.344
H -0.6325 -4.8775 -1.0187 -0.287 -0.091 0.131
H -2.2545 -4.6558 -1.8378 0.118 -0.002 0.444
H -1.0015 -5.6006 -2.5928 0.226 0.167 -0.060
H -0.5439 -2.8953 -1.8951 -0.245 0.026 -0.513
C -1.0623 4.4568 1.7924 0.345 -0.460 0.289
O -1.8330 4.4286 0.6127 0.526 0.028 -0.075
H -0.0869 4.9448 1.6614 -0.128 0.253 -0.072
H -1.6115 4.9574 2.5882 -0.088 0.151 -0.126
H -0.8273 3.4476 2.1580 -0.179 -0.041 -0.038
H -1.2917 3.9223 -0.0243 -0.606 -0.103 0.132
C 2.6812 1.3918 -1.8405 1.013 -0.004 -0.334
O 4.0803 1.0817 -1.8085 0.263 0.425 0.007
H 2.1499 0.6763 -1.2141 -0.017 0.722 0.127
H 2.6039 2.4408 -1.5650 -0.025 -0.272 0.581
H 2.2874 1.3130 -2.8578 0.010 0.093 0.220
H 4.2213 0.2686 -2.3020 -0.378 -0.116 -0.047
C 2.2084 -1.8877 -4.0271 -0.441 -0.491 0.584
O 2.4200 -0.7897 -3.1501 -0.021 -0.637 -0.628
H 1.2727 -1.8026 -4.5873 0.065 0.206 -0.114
H 3.0406 -1.9890 -4.7196 0.106 0.171 0.049
H 2.1039 -2.8015 -3.4344 0.146 -0.147 -0.176
H 1.6131 -0.6942 -2.6123 0.001 0.084 -0.060
C 0.3564 3.8616 -1.8572 0.674 0.457 -0.560
O -0.3134 2.8444 -1.1585 0.205 0.188 -0.210
H 0.0735 4.8380 -1.4627 -0.120 -0.093 0.177
H 1.4490 3.7729 -1.7848 -0.284 0.161 0.190
H 0.1547 3.8958 -2.9357 -0.328 -0.249 0.065
H -0.0071 1.9728 -1.4822 -0.202 -0.135 0.260
C 2.9159 1.4803 1.8984 1.131 0.840 -0.802
O 3.4133 0.3341 2.5749 -0.759 -0.461 0.305
H 3.4638 1.5954 0.9568 -0.097 0.038 -0.024
H 1.8676 1.4064 1.6252 0.261 -0.389 0.621
H 3.0789 2.3946 2.4756 -0.166 -0.062 0.155
H 4.3549 0.4002 2.7346 0.063 0.203 -0.119
C -3.1430 -1.7500 2.1024 0.123 -0.110 -0.496
O -2.8775 -2.7101 1.0945 -0.028 -0.289 0.095
H -3.3536 -0.7810 1.6423 0.014 0.162 0.231
H -4.0274 -2.0800 2.6448 -0.020 -0.003 0.037
H -2.3089 -1.6600 2.8014 -0.013 0.149 0.084
H -2.0824 -2.4424 0.6090 0.023 0.130 -0.039
C -1.3341 1.4363 5.3706 -0.032 0.442 -0.543
O -1.4151 0.8263 4.0995 -0.033 -0.276 0.026
H -0.8700 2.4256 5.2698 0.269 -0.086 0.268
H -2.3427 1.6374 5.7330 -0.068 -0.295 0.024
H -0.7911 0.8164 6.0854 0.027 0.079 0.146
H -0.5455 0.4347 3.8964 -0.163 0.196 0.051
C -4.3001 -0.8270 -1.6812 1.112 0.135 -1.277
O -4.4546 0.5484 -2.0234 -0.519 -0.090 0.393
H -4.2339 -1.4225 -2.6050 -0.180 -0.069 0.091
H -3.3184 -0.9545 -1.2205 -0.257 -0.326 0.536
H -5.1153 -1.2334 -1.0943 -0.066 0.410 0.329
H -3.6027 0.8279 -2.3918 -0.129 -0.081 -0.123
C 2.6083 -2.4598 0.6744 -0.452 -0.430 0.019
O 1.6075 -3.2690 0.0906 -0.120 -0.030 -0.080
H 2.1979 -1.9222 1.5338 0.151 0.331 -0.062
H 3.3758 -3.1320 1.0573 0.192 0.082 -0.112
H 3.0218 -1.7856 -0.0783 0.236 0.247 0.214
H 0.8741 -2.6750 -0.1540 -0.021 -0.304 0.050
C -1.2895 0.8344 -4.5719 0.320 0.160 0.041
O -1.9246 0.6640 -3.3177 0.284 -0.124 -0.129
H -1.8962 0.4899 -5.4100 -0.222 -0.207 0.214
H -1.0616 1.8881 -4.7684 0.029 0.042 0.112
H -0.3506 0.2760 -4.5615 0.042 0.024 -0.260
H -1.2105 0.3561 -2.7225 -0.350 0.078 0.061
C 1.1181 -1.6087 4.6054 -0.227 0.030 -0.067
O 1.0962 -0.3777 3.8943 0.367 -0.234 -0.056
H 1.7512 -2.3453 4.1073 0.072 0.013 0.057
H 1.4458 -1.4570 5.6378 0.109 -0.066 -0.016
H 0.1051 -2.0122 4.6260 -0.017 0.059 -0.005
H 1.9776 -0.2442 3.4899 -0.282 0.118 0.158
```
Forces are in eV/Å.

Calculated total energy = -44008.9922 eV
Strongest force on any atom = 1.70 eV/Å
Highest occupied orbital energy = -6.71 eV
ΔE to the lowest compared entry with this formula, charge and spin = 0.0 kcal per mole
Total charge = -1
Gap between HOMO and LUMO = 8.94 eV



2.
Molecular formula: C4H7NO
Method: DFT, ωB97M-V/def2-TZVPD

Structure (XYZ):
```
13
Properties=species:S:1:pos:R:3:forces:R:3
O -0.5723 1.7791 0.6861 -0.299 0.157 -0.207
C -0.2162 0.5373 0.1969 0.024 -0.061 0.161
C 0.1947 0.1966 -1.2274 1.100 -1.392 0.534
N 0.4623 -1.1917 -0.2432 0.586 0.372 -0.051
C 1.0640 -0.1736 0.6511 0.347 0.195 0.685
C -0.8999 -0.8167 0.3035 -0.108 -0.212 0.160
H -1.3368 2.1042 0.1982 -0.045 0.049 0.026
H -0.0970 -0.6891 -1.7637 -2.006 1.367 -2.148
H 1.0397 0.7970 -1.5890 0.099 -0.745 -0.058
H 1.1637 -0.5218 1.6766 -0.011 0.204 0.354
H 2.0107 0.1787 0.2322 -0.090 0.168 0.405
H -1.7498 -1.0036 -0.3689 0.303 -0.037 0.136
H -1.0788 -1.2142 1.3022 0.098 -0.066 0.003
```
Forces are in eV/Å.

Calculated total energy = -7794.2603 eV
Strongest force on any atom = 3.24 eV/Å
Highest occupied orbital energy = -9.31 eV
ΔE to the lowest compared entry with this formula, charge and spin = 124.2 kcal per mole
Gap between HOMO and LUMO = 10.06 eV



3.
Molecular formula: C4H6NOS
Method: DFT, ωB97M-V/def2-TZVPD

Structure (XYZ):
```
13
Properties=species:S:1:pos:R:3:forces:R:3
C -2.4600 -0.9173 -0.1692 -1.261 0.248 0.946
C -1.1012 1.2885 0.1649 -0.475 1.333 1.199
C -1.2914 -1.4543 -0.2644 2.306 0.874 0.740
C 1.2285 0.5935 -0.0906 0.961 -1.610 -2.390
N -0.1779 0.4455 0.1264 -1.306 -2.725 -1.523
O -0.4331 -2.3797 -0.4525 -2.114 2.401 -3.585
S -2.7387 0.7778 0.1107 -0.445 -0.016 -0.153
H -3.4181 -1.4404 0.0349 0.870 -0.258 -0.756
H -1.0925 2.3875 0.4220 0.690 -0.969 -0.628
H 1.4383 1.6202 0.1219 1.097 0.396 0.724
H 1.7936 -0.2804 0.4240 -0.764 2.068 -0.633
H 1.4633 0.5034 -1.2780 -0.701 -0.051 2.743
H -0.1175 -2.8484 0.2594 1.142 -1.692 3.315
```
Forces are in eV/Å.

Calculated total energy = -18607.5553 eV
Strongest force on any atom = 4.81 eV/Å
Highest occupied orbital energy = -13.93 eV
ΔE to the lowest compared entry with this formula, charge and spin = 71.8 kcal per mole
Total charge = +1
Gap between HOMO and LUMO = 9.15 eV



4.
Molecular formula: C16H33AlCl22F
Method: DFT, ωB97M-V/def2-TZVPD

Structure (XYZ):
```
73
Properties=species:S:1:pos:R:3:forces:R:3
C -6.5352 -1.6207 0.4524 -0.320 -0.867 -0.518
C -5.6757 -2.5498 -0.1466 -0.071 1.180 0.112
C -4.6413 -2.1209 -1.1078 -1.030 -1.240 -1.266
Al -3.4291 -0.6148 -0.4327 0.039 0.444 -0.109
C -1.4453 -1.0704 -0.6543 -1.032 -0.722 0.092
C -0.9586 -2.3336 0.0207 1.244 0.795 -0.346
F -1.5926 -3.4785 -0.4814 -0.247 -0.105 0.167
H -6.3951 -1.2937 1.4762 -1.190 -1.164 0.605
H -7.3105 -1.1789 -0.1685 1.147 1.547 -0.264
H -5.8004 -3.6150 0.0582 1.488 -0.013 1.523
H -4.0332 -2.9741 -1.4352 -0.175 -0.121 -0.112
H -5.1568 -1.7440 -2.0138 0.327 0.570 0.013
H -3.6979 0.6681 -1.4073 0.032 0.088 -0.154
H -3.8001 -0.1207 1.0613 0.083 -0.190 0.201
H -1.2899 -1.2200 -1.7244 0.173 0.184 -0.129
H -0.8475 -0.2165 -0.3348 0.112 0.006 0.067
H 0.1086 -2.4790 -0.2137 0.046 -0.265 0.106
H -1.0216 -2.3107 1.1098 -0.419 -0.154 0.058
C -10.0737 -1.7732 -2.1308 -0.064 0.003 -0.039
Cl -9.2781 -3.2171 -1.5030 -0.040 -0.027 -0.049
Cl -9.7038 -0.3337 -1.1719 -0.124 0.021 -0.120
H -9.7373 -1.6058 -3.1475 0.095 0.015 0.039
H -11.1456 -1.9332 -2.1131 0.005 0.007 0.077
C -10.3381 3.6203 -2.0307 0.128 0.007 -0.022
Cl -11.9799 3.0554 -1.6840 -0.056 0.028 -0.054
Cl -9.2113 3.2082 -0.7395 0.022 0.052 -0.013
H -9.9983 3.1545 -2.9483 -0.030 -0.100 0.045
H -10.3605 4.6978 -2.1429 -0.052 0.001 0.073
C -0.1448 3.2043 0.7944 -0.171 0.181 -0.095
Cl -1.6379 2.8618 -0.0696 0.027 -0.049 -0.002
Cl 0.6692 1.7157 1.3127 0.170 0.026 0.081
H 0.5234 3.7510 0.1388 0.045 -0.086 -0.024
H -0.3745 3.7963 1.6730 -0.004 -0.096 0.058
C 2.3625 -2.5776 -2.3819 -0.078 -0.101 0.108
Cl 3.0270 -3.7889 -1.2747 0.128 -0.043 -0.045
Cl 2.5581 -0.9423 -1.7382 0.035 -0.018 0.035
H 2.8816 -2.6471 -3.3291 0.098 0.014 0.055
H 1.3073 -2.7781 -2.5149 -0.041 0.003 0.186
C -0.9313 -0.7496 -5.2147 -0.156 -0.087 -0.050
Cl -2.4747 -1.3110 -4.5723 -0.015 0.045 -0.055
Cl 0.3611 -0.9085 -4.0151 -0.091 0.273 -0.387
H -0.6835 -1.3455 -6.0858 0.068 -0.053 0.064
H -1.0155 0.2959 -5.4879 -0.033 0.020 0.119
C 4.2025 2.8471 2.7233 -0.068 -0.034 -0.061
Cl 4.8897 1.5955 3.7705 -0.054 -0.097 -0.178
Cl 4.4477 4.4681 3.3965 0.005 0.022 -0.032
H 4.6841 2.7961 1.7536 0.044 0.020 0.032
H 3.1403 2.6679 2.6193 -0.077 -0.020 0.075
C 6.8258 0.9378 0.5356 -0.011 0.058 -0.031
Cl 5.3097 0.5326 -0.2772 0.035 0.075 0.035
Cl 7.6065 -0.4992 1.2042 0.061 0.033 0.035
H 7.4964 1.3965 -0.1815 -0.002 -0.076 -0.042
H 6.6179 1.6261 1.3473 -0.013 -0.091 0.067
C 6.1578 7.5001 5.3602 -0.037 -0.110 0.026
Cl 5.4023 7.9832 6.8841 -0.031 -0.040 -0.006
Cl 7.2675 8.7402 4.7580 0.027 -0.028 -0.061
H 6.7197 6.5849 5.5219 -0.133 0.286 0.049
H 5.3799 7.3427 4.6217 -0.020 0.111 0.010
C 6.9337 3.3959 6.0207 -0.103 -0.066 0.024
Cl 6.1685 3.8853 7.5355 -0.016 -0.015 -0.020
Cl 8.0482 4.6370 5.4242 0.255 -0.253 -0.080
H 7.4897 2.4808 6.1873 0.071 0.060 0.047
H 6.1639 3.2400 5.2748 0.050 0.117 0.083
C 1.1032 -6.6745 0.2583 -0.074 0.111 -0.016
Cl 0.7656 -6.9535 1.9710 0.003 0.039 0.009
Cl 1.4843 -8.1850 -0.5842 0.021 0.015 -0.062
H 0.2297 -6.2269 -0.2019 -0.051 -0.056 0.037
H 1.9507 -6.0069 0.1747 0.046 -0.062 0.038
C 6.5391 -3.3186 -3.5447 0.000 0.107 0.091
Cl 5.0909 -3.7730 -4.4507 0.041 0.016 -0.101
Cl 7.3023 -4.7188 -2.7844 0.037 0.033 0.011
H 7.2469 -2.8647 -4.2280 -0.006 -0.081 -0.051
H 6.2561 -2.6130 -2.7713 -0.069 -0.082 0.044
```
Forces are in eV/Å.

Calculated total energy = -301932.5561 eV
Strongest force on any atom = 2.13 eV/Å
Highest occupied orbital energy = -2.95 eV
Total charge = -1
Gap between HOMO and LUMO = 4.39 eV